ORCA calculation (the ωB97M-V functional and the def2-TZVPD basis) on C56H135F6Li2N9O24S2 as an isolated structure at a distorted geometry.

The geometry in XYZ format:
```
234
Properties=species:S:1:pos:R:3:lowdin_charge:R:1
O -7.07 -12.22 -26.15 -0.2955
F -4.46 -11.23 -27.05 0.1215
H -5.39 -7.25 -18.45 0.0950
N -9.20 -14.18 -22.46 -0.0772
H -9.63 -8.04 -17.50 0.1025
C -12.52 -3.38 -22.43 -0.1653
H -15.20 -2.29 -25.30 0.1402
H -11.52 -14.86 -20.11 0.1202
H -3.95 -13.35 -22.41 0.1278
H -9.44 -11.11 -29.62 0.1245
C -10.36 -6.23 -24.22 -0.0839
H -13.56 -4.30 -25.23 0.0715
H -10.53 -0.28 -24.35 0.0832
C -9.94 -6.63 -20.44 -0.2182
C -19.06 -8.39 -24.36 -0.0938
C -12.05 -6.87 -19.50 -0.1074
H -7.39 -4.64 -22.62 0.1233
H -7.66 -9.08 -28.61 0.1128
S -6.52 -11.07 -25.41 0.5805
H -11.87 -10.46 -19.03 0.1110
N -10.05 -10.85 -17.13 -0.0228
C -9.18 -14.66 -24.88 -0.1875
H -3.93 -6.78 -24.00 0.0989
H -4.89 -11.22 -22.54 0.1265
H -4.66 -8.16 -23.13 0.0807
F -11.41 -9.34 -21.42 0.0911
H -10.71 -3.20 -23.75 0.1090
H -15.84 -5.35 -23.28 0.1150
C -9.06 -5.59 -21.10 -0.2009
C -10.11 -0.78 -23.48 -0.1115
H -15.50 -8.93 -21.48 0.0830
H -15.69 -11.48 -21.77 0.0987
H -10.77 -15.01 -23.53 0.1079
C -14.79 -2.13 -26.35 -0.2378
H -15.50 -11.36 -23.63 0.0755
O -9.28 -11.14 -22.56 -0.3351
H -14.70 -14.29 -25.63 0.0948
C -7.49 -6.71 -26.47 -0.0700
H -15.90 -15.35 -26.25 0.1117
H -11.88 -13.35 -26.73 0.0978
C -16.09 -11.72 -22.81 -0.0790
C -11.38 -10.33 -16.98 -0.2271
H -9.55 -6.84 -19.45 0.0969
H -9.73 -11.97 -26.67 0.1018
H -9.87 -14.73 -25.72 0.1059
O -18.22 -7.88 -25.36 -0.1963
H -10.86 -6.54 -23.32 0.0790
C -14.02 -16.29 -26.07 -0.2204
O -9.89 -16.16 -20.28 -0.1903
O -12.75 -16.18 -25.41 -0.2027
H -9.75 -9.91 -19.02 0.0922
H -18.42 -8.84 -23.58 0.0830
H -13.74 -16.09 -27.13 0.1238
H -16.84 -6.34 -26.96 0.1345
H -15.80 -7.69 -28.69 0.0983
O -6.79 -9.72 -25.98 -0.3644
H -11.68 -6.20 -26.45 0.0923
C -9.99 -14.27 -23.66 -0.2017
C -4.98 -11.77 -21.55 -0.2020
H -8.45 -6.61 -28.71 0.1259
H -4.80 -13.91 -20.93 0.1332
H -9.99 -13.13 -28.05 0.1277
C -13.63 -0.38 -27.38 -0.1019
H -5.41 -8.37 -17.14 0.0691
H -11.43 -9.22 -17.01 0.1185
C -10.43 -17.42 -20.06 -0.1225
C -12.04 -4.15 -26.65 -0.1947
C -15.06 -15.31 -25.58 -0.1642
H -15.60 -1.78 -27.01 0.1063
O -8.18 -8.88 -16.39 -0.1839
C -5.63 -5.77 -22.43 -0.2261
H -12.21 -18.16 -25.76 0.0830
F -11.93 -10.90 -22.73 0.1479
C -7.87 -7.60 -15.83 -0.1014
N -15.61 -15.60 -24.19 -0.0422
O -8.75 -16.01 -24.62 -0.2251
H -11.62 -3.12 -26.44 0.1256
Li -7.61 -12.43 -22.59 0.6096
C -11.59 -2.60 -23.41 -0.2138
H -11.01 -17.48 -19.13 0.0854
H -8.36 -13.96 -25.18 0.1088
H -8.15 -11.41 -28.34 0.1063
O -15.75 -7.06 -22.18 -0.2076
N -9.46 -9.73 -28.04 -0.0835
C -12.30 -10.78 -18.06 -0.2408
H -16.52 -7.56 -24.17 0.0968
C -17.11 -7.10 -24.99 -0.2566
O -12.72 -8.35 -27.68 -0.2030
F -12.13 -8.90 -23.41 0.1574
H -16.51 -15.14 -24.13 0.0880
H -6.61 -14.80 -24.09 0.0538
C -9.17 -11.11 -28.56 -0.1386
O -5.95 -13.69 -22.63 -0.2522
O -11.18 -1.40 -22.79 -0.1808
C -14.78 -15.11 -23.08 -0.1938
O -5.92 -6.62 -23.54 -0.2059
H -15.36 -3.95 -27.16 0.1089
H -13.57 -7.07 -28.99 0.1314
H -14.58 -0.18 -27.91 0.0848
C -14.40 -10.42 -18.90 -0.1190
C -14.37 -3.48 -26.96 -0.1978
C -8.77 -8.73 -17.64 -0.2618
O -13.51 -10.09 -17.86 -0.1810
H -4.16 -11.52 -20.93 0.1094
H -7.08 -7.89 -15.10 0.0992
H -7.22 -16.03 -26.06 0.0930
H -4.89 -4.95 -22.68 0.1389
H -8.90 -4.78 -20.39 0.1316
H -12.59 -7.75 -19.88 0.0679
H -13.70 -6.65 -27.24 0.0934
H -13.54 -9.50 -26.16 0.0895
H -13.19 -12.11 -26.84 0.0853
H -10.33 -7.05 -24.91 0.0734
H -6.98 -9.65 -21.87 0.0674
H -13.51 -6.00 -21.45 0.0957
H -7.46 -6.92 -16.57 0.0750
N -15.77 -8.26 -26.72 -0.0510
C -11.37 -9.73 -22.73 -0.6611
H -11.38 -7.15 -18.65 0.0831
C -14.89 -8.22 -22.04 -0.0790
H -4.01 -8.36 -18.39 0.1004
H -13.95 -3.30 -27.98 0.1196
C -13.74 -7.48 -27.98 -0.2623
C -16.22 -6.91 -26.20 -0.1675
H -14.54 -11.51 -19.02 0.0950
N -6.31 -11.45 -21.08 -0.0694
H -7.84 -7.00 -21.99 0.0727
H -11.87 -17.13 -27.09 0.1024
H -13.01 -1.00 -28.08 0.0889
H -9.84 -7.58 -21.01 0.1035
H -10.93 -17.02 -25.57 0.0505
N -13.27 -4.47 -23.04 -0.0587
H -11.77 -9.26 -26.21 0.0564
H -14.32 -13.30 -22.01 0.1054
H -16.52 -8.96 -26.64 0.1143
H -7.50 -17.51 -25.22 0.0892
H -9.59 -18.17 -20.11 0.1027
H -15.32 -15.52 -22.21 0.1202
H -14.50 -4.53 -21.47 0.1174
H -15.36 -6.40 -25.81 0.0761
O -5.77 -9.29 -18.90 -0.1928
H -9.66 -0.05 -22.84 0.0735
H -13.14 0.54 -27.06 0.0889
H -4.81 -14.75 -24.07 0.1158
H -14.75 -6.52 -23.85 0.0998
H -11.89 -3.71 -21.58 0.1128
C -9.22 -10.10 -18.12 -0.1511
H -12.68 -7.93 -25.65 0.0725
O -11.42 -11.69 -27.89 -0.1902
H -6.54 -11.87 -20.16 0.1352
H -10.39 -13.26 -23.88 0.1232
H -5.04 -7.88 -24.85 0.0538
F -4.21 -12.45 -25.28 0.1130
C -6.90 -5.24 -21.82 -0.2478
H -8.11 -8.31 -18.37 0.0998
H -13.79 -15.50 -23.11 0.0932
H -7.47 -6.54 -25.39 0.0757
C -4.87 -13.26 -21.80 -0.1670
H -6.64 -7.33 -26.73 0.0799
C -9.98 -13.88 -21.23 -0.1515
N -7.80 -6.21 -21.38 -0.0449
H -13.20 -2.67 -21.95 0.1171
C -5.88 -9.03 -20.30 -0.2035
N -13.42 -4.33 -26.23 -0.0358
H -10.12 -5.29 -26.52 0.1253
C -10.74 -15.16 -20.81 -0.2154
H -4.85 -9.06 -20.74 0.1277
O -8.99 -8.68 -22.78 -0.2703
H -8.67 -17.04 -26.53 0.0922
H -7.51 -5.73 -26.94 0.0951
H -13.96 -10.02 -19.81 0.0584
F -4.09 -10.29 -25.08 0.1374
H -8.29 -10.56 -18.49 0.1016
O -8.70 -7.38 -26.82 -0.2881
H -19.78 -9.06 -24.81 0.0817
H -5.09 -6.40 -21.70 0.1115
C -5.11 -8.30 -18.17 -0.1188
C -12.12 -12.25 -26.76 -0.0945
O -6.64 -10.98 -23.94 -0.3443
H -11.74 -11.81 -25.86 0.0616
H -10.06 -7.20 -28.36 0.1375
C -11.90 -17.16 -25.97 -0.1153
H -11.16 -17.62 -20.89 0.0936
C -4.81 -7.42 -23.92 -0.0730
C -12.73 -8.79 -26.30 -0.0601
H -10.71 -13.09 -21.46 0.1119
C -8.05 -16.67 -25.67 -0.1073
H -14.86 -9.15 -28.39 0.1246
H -12.01 -4.21 -27.74 0.1100
H -8.71 -15.05 -22.34 0.0988
C -15.11 -8.15 -28.02 -0.2008
C -10.05 -12.08 -27.73 -0.2087
H -9.35 -13.54 -20.39 0.1265
H -12.47 -11.85 -18.08 0.1269
H -12.72 -5.08 -23.62 0.0723
H -12.80 -6.14 -19.17 0.0989
H -17.39 -6.16 -24.55 0.1170
C -6.76 -10.05 -20.93 -0.2015
O -13.86 -1.10 -26.17 -0.2061
H -8.84 -8.83 -29.84 0.1375
H -14.77 -8.64 -23.04 0.0794
H -5.75 -15.66 -22.95 0.0832
H -11.75 -10.60 -16.00 0.1299
H -14.33 -17.33 -26.08 0.1203
C -5.75 -14.75 -23.46 -0.1232
H -8.71 -7.06 -15.34 0.0992
H -9.61 -5.20 -21.95 0.0914
C -8.67 -8.80 -28.75 -0.2532
H -6.63 -4.46 -21.06 0.1391
H -10.49 -9.59 -28.20 0.1266
H -11.29 -15.51 -21.70 0.1009
O -16.11 -13.16 -22.99 -0.1952
H -9.38 -5.92 -23.89 0.0863
H -13.93 -7.96 -21.62 0.0512
O -9.71 -10.03 -24.70 -0.3609
H -6.31 -8.02 -20.52 0.1142
C -14.74 -13.58 -22.96 -0.2278
C -4.73 -11.27 -25.72 -0.6277
O -11.27 -6.16 -20.42 -0.1837
H -7.66 -10.11 -20.39 0.0895
C -11.16 -5.30 -26.17 -0.1821
H -19.59 -7.55 -23.80 0.1041
H -9.59 -10.77 -16.26 0.0820
O -11.15 -5.21 -24.76 -0.2166
S -9.60 -9.90 -23.26 0.5198
H -15.32 -9.87 -18.78 0.0877
C -8.97 -7.45 -28.25 -0.1723
H -17.09 -11.33 -22.81 0.0720
H -9.30 -1.43 -23.83 0.0882
C -14.04 -5.26 -22.11 -0.1714
C -15.08 -6.04 -22.93 -0.2083
H -12.13 -2.37 -24.37 0.1100
Li -8.71 -9.28 -26.03 0.5640
H -14.14 -13.18 -23.77 0.1095
```

Energy relative to the best compared isomer or geometry (same formula, charge and spin) in kcal per mole: 14.9
E_HOMO in eV: -8.24
Total charge: 0
HOMO-LUMO gap in eV: 8.523
LUMO level in eV: 0.287